152
Properties=species:S:1:pos:R:3:mulliken_charge:R:1 method="wB97M-V/def2-TZVPD" de_lowest_kcal_mol=0.0 multiplicity=4 gap_ev="6.654 / 8.138" s2=3.755
V -1.134 -1.875 2.107 0.193
O 0.519 -0.845 1.213 0.524
C 0.080 -0.232 0.038 0.330
C -1.272 -0.705 -0.504 0.223
O -2.234 -1.095 0.427 0.451
H 0.814 -0.380 -0.780 0.381
H 0.070 0.877 0.157 -1.250
H -1.046 -1.570 -1.163 -0.550
H -1.659 0.099 -1.154 0.078
C -0.587 6.530 -4.631 -0.786
O -0.692 5.172 -4.271 -0.355
C 0.441 4.733 -3.554 -0.719
C 0.303 3.269 -3.268 1.132
N 0.158 2.525 -4.479 -0.243
C -0.179 1.136 -4.358 0.024
C -0.453 0.530 -5.699 -0.820
O -1.605 1.148 -6.253 -0.303
C -1.999 0.565 -7.468 -0.792
H 0.202 6.674 -5.377 0.300
H -0.362 7.146 -3.752 0.310
H -1.543 6.829 -5.053 0.249
H 0.434 5.266 -2.590 0.340
H 1.399 4.933 -4.048 0.405
H -0.588 3.177 -2.613 -0.536
H 1.167 2.953 -2.673 -0.340
H -0.365 3.043 -5.169 0.407
H -1.015 0.921 -3.667 -0.071
H 0.682 0.607 -3.919 0.133
H -0.608 -0.553 -5.583 0.479
H 0.394 0.692 -6.381 0.410
H -1.227 0.719 -8.237 0.315
H -2.892 1.095 -7.793 0.259
H -2.201 -0.504 -7.374 0.283
C -2.733 -3.882 4.142 -0.821
O -2.756 -2.880 3.150 -0.050
C -3.741 -1.858 3.335 -0.698
C -3.139 -0.665 4.048 -0.860
N -1.905 -0.169 3.345 0.789
C -0.820 0.171 4.282 0.928
C -0.286 -1.019 5.053 -1.373
O -0.154 -2.126 4.149 0.791
C 0.763 -3.086 4.630 -1.328
H -3.736 -4.295 4.291 0.345
H -2.371 -3.527 5.114 0.134
H -2.091 -4.692 3.801 0.225
H -4.584 -2.218 3.936 0.643
H -4.129 -1.640 2.341 0.083
H -2.986 -0.829 5.112 0.371
H -3.893 0.123 3.931 0.559
H -2.250 0.670 2.877 -0.318
H -1.131 0.930 5.019 0.581
H -0.022 0.616 3.692 -1.004
H -0.950 -1.339 5.859 0.401
H 0.705 -0.717 5.402 0.491
H 0.696 -4.007 4.059 0.166
H 0.628 -3.293 5.695 0.360
H 1.791 -2.723 4.488 0.268
C -1.965 -4.436 -0.311 -1.220
C -1.370 -4.921 0.985 0.773
C -0.668 -6.248 0.837 -0.940
O -0.246 -6.668 2.116 -0.313
C 0.738 -7.681 2.075 -0.812
N -0.433 -3.910 1.577 1.459
H -2.664 -3.617 -0.169 0.145
H -2.535 -5.243 -0.787 0.643
H -1.211 -4.140 -1.046 -0.165
H -2.203 -5.038 1.681 0.283
H 0.169 -6.165 0.125 0.272
H -1.337 -7.002 0.394 0.522
H 0.534 -8.404 1.279 0.339
H 0.745 -8.171 3.047 0.265
H 1.747 -7.280 1.907 0.267
H -0.010 -4.478 2.319 -0.134
H 0.417 -3.852 0.995 -0.653
C 3.527 -4.944 -0.410 -1.665
C 2.866 -3.572 -0.456 0.689
C 1.755 -3.478 -1.462 1.122
O 2.219 -3.773 -2.738 -0.525
C 1.166 -3.797 -3.680 -0.544
N 2.318 -3.234 0.881 -0.353
H 4.388 -4.942 0.266 0.444
H 3.903 -5.245 -1.385 0.356
H 2.823 -5.682 -0.007 0.203
H 3.679 -2.872 -0.702 -0.041
H 1.331 -2.460 -1.403 -0.281
H 0.937 -4.157 -1.162 -0.628
H 1.604 -3.858 -4.672 0.338
H 0.560 -2.881 -3.616 0.107
H 0.488 -4.639 -3.492 0.265
H 1.923 -2.280 0.826 -0.378
H 3.132 -3.116 1.481 0.399
C 5.002 4.414 -0.632 -1.347
C 4.642 3.518 -1.806 -0.203
C 3.907 2.270 -1.443 0.669
O 4.785 1.444 -0.710 -0.492
C 4.163 0.256 -0.272 -0.380
N 3.833 4.306 -2.785 -0.528
H 5.613 3.860 0.080 0.313
H 4.098 4.810 -0.170 0.145
H 5.616 5.237 -1.002 0.457
H 5.582 3.252 -2.314 0.366
H 3.543 1.729 -2.331 0.578
H 3.033 2.519 -0.816 -0.505
H 3.281 0.461 0.343 -0.102
H 4.892 -0.288 0.327 0.197
H 3.888 -0.377 -1.129 0.390
H 3.533 3.699 -3.545 0.244
H 4.419 4.988 -3.257 0.262
C -1.621 4.389 4.513 -1.445
C -0.323 4.652 3.771 0.782
C -0.538 4.490 2.278 0.297
O 0.691 4.682 1.613 -0.394
C 0.717 4.129 0.326 0.100
N 0.192 5.980 4.147 -0.770
H -2.090 3.445 4.226 0.226
H -2.337 5.186 4.301 0.399
H -1.428 4.397 5.586 0.355
H 0.468 3.947 4.040 -0.088
H -1.330 5.147 1.892 0.498
H -0.844 3.442 2.117 -0.672
H 0.539 3.041 0.391 -0.263
H 1.705 4.265 -0.108 -0.035
H -0.062 4.518 -0.342 0.306
H 1.162 6.023 3.849 0.350
H -0.269 6.695 3.586 0.297
C -3.691 2.165 -0.757 -1.121
C -3.064 2.184 0.619 0.773
O -3.566 1.124 1.450 -0.614
H -4.753 2.410 -0.742 0.397
H -3.578 1.210 -1.277 -0.115
H -3.189 2.901 -1.400 0.364
H -3.343 3.111 1.115 0.606
H -1.982 2.054 0.512 -0.618
H -3.190 0.301 1.058 -0.033
C -4.296 -1.953 -4.046 -1.429
C -3.453 -1.600 -2.847 1.174
O -4.044 -2.199 -1.716 -0.672
H -5.279 -1.505 -3.929 0.388
H -4.362 -3.039 -4.136 0.381
H -3.795 -1.618 -4.954 0.234
H -3.384 -0.510 -2.724 -0.234
H -2.412 -1.943 -2.965 -0.193
H -3.608 -1.887 -0.907 -0.045
C 3.350 2.436 2.333 -1.031
C 2.245 1.652 3.024 0.504
O 2.491 0.244 3.018 -0.567
H 4.339 2.340 2.775 0.407
H 3.027 3.484 2.335 0.311
H 3.447 2.155 1.278 -0.062
H 1.288 1.879 2.545 -0.381
H 2.254 1.955 4.077 0.414
H 1.853 -0.114 2.359 -0.228

***

55
Properties=species:S:1:pos:R:3:nbo_charge:R:1 method="wB97M-V/def2-TZVPD" de_lowest_kcal_mol=95.6 gap_ev=7.149
C -0.244 2.175 2.515 -0.711
C 0.873 2.585 1.601 0.499
C 2.076 3.261 2.194 -0.687
N 0.807 2.437 0.333 -0.530
C 0.672 1.252 -0.333 0.218
C -0.059 1.161 -1.498 -0.095
C -0.730 2.420 -1.987 -0.520
C -1.831 2.980 -1.092 0.594
O -1.831 4.171 -0.849 -0.544
C -2.949 2.141 -0.529 -0.194
C -4.082 2.833 -0.094 -0.154
C -5.148 2.147 0.453 -0.221
C -5.130 0.766 0.580 -0.191
C -4.009 0.072 0.153 -0.235
C -2.939 0.753 -0.409 -0.129
C -0.161 -0.054 -2.236 -0.154
C 0.445 -1.207 -1.834 -0.261
C 1.197 -1.148 -0.638 0.097
N 1.871 -2.176 -0.082 -0.641
S 2.570 -1.592 1.235 0.978
N 2.093 -0.067 1.200 -0.645
C 1.317 0.059 0.111 0.036
H -0.582 1.154 2.342 0.243
H 0.051 2.296 3.555 0.218
H -1.074 2.866 2.351 0.255
H 2.056 3.243 3.279 0.216
H 2.977 2.813 1.788 0.249
H 2.057 4.304 1.864 0.249
H -1.078 2.289 -3.012 0.238
H 0.034 3.200 -1.999 0.253
H -4.096 3.909 -0.178 0.236
H -6.009 2.705 0.797 0.214
H -5.959 0.220 1.008 0.215
H -3.944 -1.005 0.236 0.216
H -2.092 0.171 -0.733 0.219
H -0.751 -0.024 -3.142 0.217
H 0.368 -2.129 -2.386 0.245
C 2.811 -5.393 3.393 -0.247
O 3.010 -4.695 2.168 -0.724
H 3.788 -5.548 3.843 0.185
H 2.192 -4.812 4.082 0.161
H 2.342 -6.365 3.221 0.163
H 2.147 -4.557 1.766 0.464
C -1.451 -5.119 -1.835 -0.248
O -1.417 -3.736 -1.499 -0.723
H -1.905 -5.205 -2.819 0.185
H -0.443 -5.539 -1.871 0.165
H -2.051 -5.685 -1.118 0.161
H -1.014 -3.653 -0.630 0.465
C 4.417 1.848 -2.260 -0.248
O 3.515 0.813 -2.631 -0.718
H 4.622 2.439 -3.149 0.182
H 3.978 2.497 -1.497 0.164
H 5.358 1.436 -1.884 0.160
H 3.333 0.295 -1.842 0.461

***

50
Properties=species:S:1:pos:R:3:nbo_charge:R:1 method="wB97M-V/def2-TZVPD" gap_ev=9.567 smiles=CCCCCCCCCCCCPCOCC
C 4.986 2.005 1.157 -0.609
C 3.956 0.883 1.357 -0.398
C 3.347 0.360 0.057 -0.383
C 2.646 -0.984 0.207 -0.393
C 2.163 -1.550 -1.129 -0.394
C 0.985 -2.515 -1.007 -0.396
C 0.214 -2.682 -2.316 -0.391
C -0.661 -1.468 -2.645 -0.406
C -2.033 -1.543 -1.976 -0.404
C -2.950 -0.315 -2.147 -0.402
C -2.299 1.071 -2.233 -0.401
C -1.781 1.715 -0.926 -0.692
P -1.167 0.588 0.419 0.486
C -1.209 1.818 1.832 -0.339
O -2.477 2.084 2.393 -0.544
C -2.769 1.386 3.594 -0.058
C -3.248 -0.038 3.361 -0.644
H 5.303 2.066 0.114 0.202
H 5.882 1.846 1.759 0.209
H 4.587 2.983 1.427 0.205
H 3.151 1.243 2.004 0.196
H 4.408 0.044 1.893 0.194
H 4.126 0.279 -0.710 0.190
H 2.623 1.088 -0.326 0.193
H 3.328 -1.690 0.693 0.192
H 1.788 -0.872 0.877 0.201
H 1.881 -0.722 -1.789 0.192
H 2.995 -2.056 -1.631 0.197
H 0.302 -2.144 -0.237 0.202
H 1.338 -3.491 -0.659 0.200
H -0.422 -3.571 -2.254 0.199
H 0.918 -2.871 -3.132 0.200
H -0.783 -1.375 -3.729 0.200
H -0.154 -0.555 -2.319 0.198
H -2.564 -2.403 -2.396 0.204
H -1.888 -1.778 -0.916 0.200
H -3.684 -0.314 -1.336 0.203
H -3.533 -0.447 -3.063 0.206
H -1.491 1.044 -2.966 0.202
H -3.047 1.747 -2.653 0.211
H -0.918 2.345 -1.161 0.221
H -2.545 2.376 -0.511 0.222
H -2.412 -0.001 0.736 -0.038
H -0.509 1.486 2.609 0.184
H -0.828 2.766 1.438 0.201
H -3.538 1.971 4.099 0.187
H -1.877 1.395 4.233 0.161
H -2.429 -0.720 3.122 0.205
H -3.958 -0.062 2.534 0.216
H -3.751 -0.421 4.252 0.215

***

168
Properties=species:S:1:pos:R:3:mulliken_charge:R:1 method="wB97M-V/def2-TZVPD" multiplicity=2 charge=+1 gap_ev="8.709 / 2.431" s2=0.754
C 2.701 -0.242 4.234 -0.334
C 3.907 0.316 3.586 -0.156
N 4.851 0.678 3.000 -0.520
H 1.841 -0.169 3.570 -0.020
H 2.582 0.374 5.125 0.598
H 2.842 -1.238 4.655 0.539
C 2.694 -2.049 0.753 -0.288
C 2.729 -1.411 -0.554 0.419
N 2.777 -0.993 -1.640 -0.450
H 2.749 -3.133 0.650 0.348
H 1.781 -1.863 1.318 -0.364
H 3.476 -1.654 1.401 0.305
C -2.413 6.737 0.173 -1.008
C -1.465 5.649 0.624 0.399
N -0.761 4.822 1.032 -0.241
H -3.425 6.690 0.575 0.313
H -2.487 6.696 -0.913 0.288
H -2.054 7.734 0.429 0.320
C -1.139 -3.066 -1.849 -0.369
C -1.229 -1.693 -2.358 0.484
N -1.234 -0.572 -2.777 -0.522
H -2.151 -3.383 -1.597 0.275
H -0.557 -2.896 -0.943 -0.185
H -0.541 -3.667 -2.533 0.371
C 0.057 1.714 -0.997 -0.649
C 0.604 1.204 0.273 0.373
N 1.041 0.863 1.302 -0.034
H -0.938 1.344 -1.242 -0.248
H 0.835 1.415 -1.699 0.278
H 0.115 2.797 -0.887 0.394
C 2.374 0.876 -4.723 -0.501
O 2.724 0.421 -6.029 -0.390
C 3.409 1.486 -6.729 -0.432
C 4.015 1.208 -8.165 -0.657
O 4.958 0.265 -7.950 -0.205
C 5.420 -0.291 -9.221 -0.571
C 6.415 -1.377 -9.000 -0.495
O 5.787 -2.596 -8.680 -0.298
C 6.662 -3.700 -8.597 -0.818
H 1.724 1.746 -4.820 0.413
H 3.175 1.153 -4.038 0.132
H 1.761 0.200 -4.127 0.199
H 4.152 1.952 -6.081 0.199
H 2.603 2.201 -6.897 0.433
H 4.539 2.125 -8.435 0.325
H 3.219 1.037 -8.889 0.384
H 5.970 0.442 -9.811 0.331
H 4.551 -0.594 -9.805 0.343
H 7.091 -1.118 -8.185 0.282
H 6.955 -1.607 -9.919 0.400
H 7.031 -3.996 -9.579 0.324
H 6.172 -4.611 -8.253 0.281
H 7.532 -3.645 -7.943 0.312
C 3.456 7.368 1.622 -0.761
O 3.718 5.977 1.426 -0.387
C 2.620 5.211 0.941 -0.481
C 3.167 3.819 0.529 0.473
O 4.027 3.869 -0.636 -0.352
C 4.714 2.676 -0.937 -0.255
C 5.340 2.759 -2.360 -0.767
O 6.358 3.681 -2.475 -0.371
C 6.861 3.780 -3.770 -0.742
H 4.395 7.922 1.602 0.266
H 2.936 7.512 2.569 0.256
H 2.829 7.791 0.837 0.322
H 2.234 5.728 0.062 0.578
H 1.782 5.041 1.617 0.051
H 2.355 3.151 0.240 -0.453
H 3.767 3.362 1.315 0.337
H 4.113 1.766 -0.920 0.219
H 5.586 2.495 -0.309 0.317
H 4.509 3.001 -3.022 0.315
H 5.654 1.730 -2.538 0.485
H 7.129 2.833 -4.238 0.311
H 7.742 4.422 -3.764 0.272
H 6.097 4.201 -4.423 0.298
C -10.106 0.454 0.210 -0.769
O -8.814 0.491 0.876 -0.363
C -7.754 -0.294 0.316 -0.391
C -6.409 0.164 0.833 0.007
O -6.460 -0.108 2.227 -0.386
C -5.496 0.477 3.082 -1.223
C -3.994 0.291 2.679 0.354
O -3.642 1.156 1.553 -0.274
C -2.258 1.508 1.670 0.014
H -10.543 -0.544 0.162 0.301
H -10.050 0.835 -0.810 0.307
H -10.749 1.137 0.765 0.259
H -7.668 -0.073 -0.748 0.147
H -7.751 -1.383 0.376 0.358
H -6.200 1.214 0.630 0.245
H -5.614 -0.362 0.305 0.129
H -5.681 0.021 4.054 0.372
H -5.848 1.487 3.291 0.364
H -3.758 -0.761 2.515 0.192
H -3.513 0.595 3.608 0.114
H -2.103 1.976 2.642 0.288
H -1.949 2.219 0.903 0.077
H -1.560 0.670 1.655 -0.348
C -3.923 1.120 -1.581 -0.697
O -5.175 0.649 -2.192 -0.370
C -5.008 -0.128 -3.383 -0.407
C -6.196 -1.014 -3.821 -0.609
O -5.992 -2.364 -3.246 -0.175
C -7.094 -3.193 -3.574 -0.652
C -6.884 -4.587 -2.925 -0.615
O -7.029 -4.430 -1.518 -0.183
C -7.331 -5.694 -0.921 -0.863
H -3.452 1.638 -2.416 0.588
H -3.292 0.283 -1.285 0.068
H -3.967 1.910 -0.832 0.276
H -4.136 -0.771 -3.265 0.141
H -4.751 0.531 -4.212 0.348
H -6.267 -1.163 -4.898 0.407
H -7.132 -0.700 -3.358 0.324
H -7.242 -3.322 -4.646 0.400
H -8.034 -2.826 -3.161 0.300
H -5.923 -5.046 -3.155 0.337
H -7.677 -5.207 -3.345 0.433
H -8.364 -5.882 -1.212 0.352
H -7.292 -5.592 0.164 0.222
H -6.784 -6.556 -1.304 0.320
C -0.819 -2.382 2.235 -0.601
O -0.015 -2.746 3.353 0.255
C -0.449 -3.936 4.097 -0.753
C 0.511 -4.400 5.210 -0.417
O 1.857 -4.520 4.835 -0.384
C 2.063 -5.554 3.909 -0.033
C 3.555 -5.673 3.672 -0.540
O 3.892 -6.920 3.038 -0.402
C 3.607 -6.832 1.638 -0.606
H -0.399 -1.505 1.742 -0.245
H -1.873 -2.209 2.452 0.305
H -0.788 -3.182 1.496 0.410
H -0.815 -4.736 3.453 0.527
H -1.313 -3.680 4.710 0.384
H 0.176 -5.332 5.666 0.486
H 0.546 -3.655 6.006 -0.072
H 1.596 -5.323 2.951 0.103
H 1.708 -6.505 4.306 0.289
H 4.230 -5.669 4.528 0.328
H 3.922 -4.761 3.202 0.264
H 4.081 -7.673 1.133 0.279
H 3.971 -5.933 1.141 0.228
H 2.527 -6.894 1.508 0.262
C -0.638 -1.426 7.826 -0.701
O -0.566 -0.153 7.160 -0.452
C -0.410 -0.368 5.699 -0.314
C -0.639 0.920 4.894 0.468
O 0.521 1.664 4.992 -0.069
C 0.691 2.894 4.252 0.289
C 2.087 3.512 4.546 -0.360
O 2.047 4.054 5.901 -0.404
C 3.280 4.617 6.350 -0.699
H -1.545 -1.962 7.547 0.307
H -0.717 -1.257 8.900 0.356
H 0.247 -2.045 7.680 0.259
H -1.170 -1.083 5.388 0.457
H 0.541 -0.806 5.395 -0.099
H -1.395 1.685 5.071 0.752
H -0.706 0.604 3.852 -0.420
H -0.090 3.634 4.426 0.502
H 0.675 2.639 3.192 -0.188
H 2.290 4.349 3.877 0.360
H 2.918 2.818 4.429 0.072
H 3.536 5.529 5.810 0.269
H 4.056 3.866 6.202 0.315
H 3.266 4.838 7.417 0.276

***

15
Properties=species:S:1:pos:R:3:nbo_charge:R:1 method="wB97M-V/def2-TZVPD" de_lowest_kcal_mol=28.9 gap_ev=9.381 smiles=CSC.CS
C -1.922 -1.201 -0.973 -0.737
C 0.800 -1.486 -1.051 -0.754
S -0.492 -0.756 -2.063 0.186
H -2.415 -2.030 -1.379 0.209
H -2.750 -0.538 -0.925 0.225
H 1.145 -0.876 -0.139 0.211
H 0.515 -2.476 -0.658 0.214
H 1.662 -1.598 -1.667 0.229
H -1.543 -1.601 0.065 0.218
C 0.593 1.700 1.588 -0.734
S 1.372 2.754 0.269 -0.051
H 1.888 3.558 1.255 0.123
H -0.199 2.233 2.207 0.215
H 1.426 1.423 2.194 0.216
H -0.080 0.895 1.277 0.230